1.
{
  "formula": "C3H3IrLiO2",
  "method": "ωB97M-V/def2-TZVPD",
  "species": ["H", "O", "C", "C", "C", "O", "Ir", "Li", "H", "H"],
  "xyz": [[2.44, -0.80, 1.11], [-1.09, 0.38, 0.19], [-0.18, 0.61, -0.73], [0.24, -0.16, -1.73], [1.39, -0.62, 0.84], [1.35, -0.16, -0.35], [-0.45, -0.32, 1.81], [-2.86, 0.33, -0.42], [-0.41, -0.83, -2.28], [-0.19, 1.06, -2.13]],
  "mulliken_spin": [-0.02, 0.20, 0.57, 0.62, 0.16, -0.09, 2.55, 0.00, 0.05, -0.04],
  "homo_lumo_gap_ev": [6.6, 8.3],
  "multiplicity": 5,
  "e_above_lowest_kcal_mol": 158.2,
  "homo_energy_ev": [-23.49, -25.45],
  "total_charge": 3
}

***

2.
{
  "formula": "C3H7NO2",
  "method": "ωB97M-V/def2-TZVPD",
  "species": ["C", "C", "C", "N", "O", "O", "H", "H", "H", "H", "H", "H", "H"],
  "xyz": [[-1.01, -2.00, -0.24], [-1.38, -0.82, -0.60], [0.95, 0.26, 1.88], [-1.65, 0.35, -0.75], [-3.80, 0.12, 0.40], [-2.84, 0.94, -0.39], [-0.60, -1.96, 0.80], [-0.80, -2.91, -0.72], [1.67, 0.79, 2.58], [0.23, 0.97, 1.44], [1.71, -0.02, 1.22], [0.56, -0.47, 2.54], [-4.48, 0.86, 0.46]],
  "lowdin_charge": [0.05, -0.18, -0.05, 0.06, -0.04, -0.14, 0.08, 0.04, 0.04, 0.03, -0.01, 0.00, 0.12],
  "homo_lumo_gap_ev": 10.3,
  "smiles": "C=C=NOO.C",
  "e_above_lowest_kcal_mol": 176.2,
  "homo_energy_ev": -9.67,
  "total_charge": 0
}

***

3.
{
  "formula": "Br2IOP",
  "method": "ωB97M-V/def2-TZVPD",
  "species": ["O", "P", "Br", "Br", "I"],
  "xyz": [[1.17, -1.00, 1.28], [1.83, -0.69, 0.01], [-3.01, -0.90, 0.04], [2.01, 1.51, -0.24], [-1.99, 1.08, -1.08]],
  "mulliken_spin": [0.00, 0.00, 0.74, 0.01, 1.25],
  "homo_lumo_gap_ev": [6.4, 5.9],
  "multiplicity": 3,
  "e_above_lowest_kcal_mol": 0.0,
  "homo_energy_ev": [-7.79, -9.66],
  "total_charge": 0
}

***

4.
{
  "formula": "C5H8N",
  "method": "ωB97M-V/def2-TZVPD",
  "species": ["C", "C", "C", "C", "C", "N", "H", "H", "H", "H", "H", "H", "H", "H"],
  "xyz": [[-0.77, 0.40, -0.04], [-1.92, -0.23, -0.27], [1.62, 0.46, 1.08], [0.55, -0.25, 0.33], [-2.99, -0.75, -0.76], [1.91, 0.19, -0.35], [-0.71, 1.52, -0.05], [1.75, 1.46, 1.32], [2.32, -0.07, 1.79], [0.44, -1.33, 0.33], [-3.68, -1.05, -0.05], [1.87, 0.88, -1.10], [-3.19, -0.93, -1.84], [2.80, -0.29, -0.39]],
  "lowdin_charge": [-0.06, -0.06, -0.03, -0.12, 0.07, 0.13, 0.13, 0.11, 0.16, 0.16, 0.06, 0.17, 0.12, 0.17],
  "homo_lumo_gap_ev": 10.6,
  "smiles": "C=C=C[C@@H]1C[NH2+]1",
  "e_above_lowest_kcal_mol": 82.3,
  "homo_energy_ev": -14.15,
  "total_charge": 1
}